33
Properties=species:S:1:pos:R:3:mulliken_charge:R:1 method="wB97M-V/def2-TZVPD" e_lumo_ev=-1.432 e_tot_ev=-28286.4454 largest_force_ha_per_bohr=0.093 smiles="Cn1cc(CN=O)nc2c(=O)n(-c3ccccc3)c(=O)nc1-2" homo_lumo_gap_ev=7.487 total_charge=0
O -2.0677 4.6339 -4.6617 -0.2991
O 0.1378 -2.9443 0.6878 -0.6342
O 0.6459 1.4832 1.6007 -0.5938
N -1.2588 3.8642 -4.0968 -0.0359
N -0.6291 2.0895 -0.8670 -0.5615
N -0.5171 -1.5336 -0.8931 -0.5870
C -0.0078 -1.7531 0.3716 0.3204
C 0.2564 0.5563 0.8713 0.3401
C -0.4229 0.8599 -0.4225 0.6334
C -0.7698 -0.2988 -1.2883 0.7132
C -1.5789 1.1987 -2.9319 -0.3038
C -1.2331 2.2863 -2.1302 0.2010
C 2.7650 -1.8370 4.6140 -0.3200
C 3.1405 -2.2638 3.3479 -0.6752
C 1.5857 -1.0859 4.7721 -0.6831
C 2.4025 -1.8635 2.2151 -0.0367
C 0.7712 -0.8581 3.6557 -0.2185
C 1.1972 -1.1583 2.3640 -0.0328
N 0.4787 -0.7718 1.1875 0.2032
N -1.3889 -0.1061 -2.5168 0.1687
C -1.4744 3.7232 -2.6463 -0.5747
C -1.8559 -1.1804 -3.4018 -0.9756
H -2.0813 1.3291 -3.8712 0.4280
H 3.3508 -2.1441 5.4875 0.3563
H 3.9501 -2.9568 3.1941 0.3615
H 1.2572 -0.7695 5.7451 0.3750
H 2.7128 -2.2165 1.1970 0.2582
H -0.1665 -0.3586 3.8036 0.3594
H -2.4749 4.0406 -2.3411 0.3644
H -0.7871 4.4035 -2.1384 0.4233
H -1.3535 -2.1467 -3.1448 0.3575
H -1.6471 -0.9761 -4.4800 0.3339
H -2.9370 -1.2453 -3.2831 0.3344


50
Properties=species:S:1:pos:R:3:mulliken_charge:R:1 method="wB97M-V/def2-TZVPD" e_lumo_ev=-0.460 e_tot_ev=-59669.9800 largest_force_ha_per_bohr=0.014 de_lowest_kj_mol=664.4 homo_lumo_gap_ev=9.187 total_charge=0
C -4.3999 -1.6493 -1.0421 -0.8283
C -4.3855 -1.2127 -2.2796 -0.0734
C -3.2926 -0.3977 -2.9003 -0.3600
O -2.5079 0.2833 -1.9040 -0.3187
S -0.9366 -0.0460 -1.8485 0.3957
O -0.5088 0.7023 -0.6882 -0.3708
O -1.0308 -1.6044 -1.4156 -0.2203
C -0.5283 -2.5727 -2.3611 -0.5652
C -1.6189 -3.5945 -2.6779 -0.2693
C -1.1283 -5.0369 -2.7124 -0.6394
Cl -0.6469 -5.5663 -4.3520 -0.2086
H -5.2378 -2.2286 -0.6740 0.2912
H -3.6063 -1.4115 -0.3431 0.2290
H -5.2295 -1.4095 -2.9355 0.3509
H -2.6352 -1.0177 -3.5259 0.2087
H -3.7219 0.3650 -3.5554 0.4367
H -0.1832 -2.0559 -3.2630 0.3754
H 0.3427 -3.0473 -1.9029 0.4186
H -2.0682 -3.3671 -3.6489 0.4074
H -2.4072 -3.4952 -1.9278 0.0957
H -1.8890 -5.7380 -2.3748 0.3730
H -0.2416 -5.1727 -2.0905 0.2918
C 0.7339 3.7355 -0.2145 -0.4685
C 1.1057 4.7626 -1.0733 -0.4702
C 2.0673 5.6826 -0.6872 -0.4346
C 2.6338 5.5493 0.5671 0.1054
C 2.2721 4.5471 1.4489 -0.5172
C 1.3050 3.6382 1.0493 -0.2894
N 3.6645 6.5214 0.9816 1.0067
O 3.9499 7.4102 0.2019 -0.6143
O 4.1694 6.3777 2.0776 -0.6081
H -0.0049 3.0044 -0.5146 0.5151
H 0.6550 4.8441 -2.0537 0.3773
H 2.3799 6.4879 -1.3345 0.4588
H 2.7303 4.4966 2.4252 0.4784
H 0.9734 2.8638 1.7266 0.4895
C 1.5854 -3.2295 2.5901 -0.6020
C 2.1618 -2.8908 3.8068 -0.3367
C 2.0130 -1.6093 4.3122 -0.6445
C 1.2852 -0.6949 3.5735 0.1428
C 0.7017 -1.0010 2.3577 -0.5076
C 0.8593 -2.2884 1.8719 -0.0339
N 1.1141 0.6693 4.1127 1.0631
O 1.6270 0.9270 5.1814 -0.6115
O 0.4539 1.4484 3.4521 -0.6446
H 1.7024 -4.2330 2.2015 0.3980
H 2.7272 -3.6241 4.3656 0.3745
H 2.4480 -1.3150 5.2556 0.4615
H 0.1399 -0.2544 1.8139 0.5187
H 0.4073 -2.5525 0.9280 0.3731


14
Properties=species:S:1:pos:R:3:mulliken_charge:R:1 method="wB97M-V/def2-TZVPD" e_lumo_ev=0.547 e_tot_ev=-9844.7319 largest_force_ha_per_bohr=0.056 de_lowest_kj_mol=245.8 homo_lumo_gap_ev=10.485 total_charge=0
C -1.8958 0.0835 -0.1556 -0.7752
C 0.1348 -1.2772 0.0464 0.0468
C 1.4316 -1.4363 0.2232 -0.6685
C 2.2458 -0.2685 -0.0453 0.5700
H -0.2688 1.9382 0.5186 0.3156
H 1.0943 1.8781 -0.1976 0.3816
H -2.2975 -0.1692 0.7932 0.3911
H -2.3950 -0.5752 -0.8731 0.3532
H -2.0659 1.1436 -0.3541 0.2302
H -0.5534 -2.1199 -0.0906 0.3532
H 1.8350 -2.4270 0.3702 0.3314
N 2.7299 0.7552 -0.3180 -0.5538
O 0.4588 2.5173 0.1938 -0.6691
O -0.4538 -0.0425 -0.1109 -0.3065


12
Properties=species:S:1:pos:R:3:mulliken_charge:R:1 method="wB97M-V/def2-TZVPD" e_lumo_ev=0.547 e_tot_ev=-8798.1313 largest_force_ha_per_bohr=0.024 de_lowest_kj_mol=510.2 homo_lumo_gap_ev=9.595 total_charge=0
N 2.8620 1.2772 0.3839 -0.3960
C 1.9800 0.5287 0.3909 0.0234
C 0.8937 -0.4629 0.3179 0.3488
O -0.0016 -0.4375 1.4180 -0.3872
C -1.1620 -0.1549 0.6443 0.1107
C -1.2906 1.0665 0.0216 -0.7159
C -0.1474 -0.1495 -0.7652 -0.6106
H 1.3389 -1.4607 0.2186 0.2486
H -1.9098 -0.9456 0.7666 0.4693
H -2.1662 1.0067 -0.6422 0.2214
H 0.0672 0.7257 -1.3730 0.3445
H -0.4641 -0.9938 -1.3814 0.3429


104
Properties=species:S:1:pos:R:3:mulliken_charge:R:1 method="wB97M-V/def2-TZVPD" spin_multiplicity=2 e_lumo_ev="3.416 / 3.363" e_tot_ev=-182660.9242 largest_force_ha_per_bohr=0.113 homo_lumo_gap_ev="1.949 / 8.683" total_charge=-2
As 12.7268 7.5592 1.8332 1.4656
F 11.6584 7.3994 3.2921 -0.4533
F 12.7014 9.3782 1.9491 -0.5488
F 13.8467 7.7974 0.4559 -0.4413
F 12.9406 5.7433 1.6189 -0.5564
F 11.1795 7.3887 0.7741 -0.5532
F 14.1044 7.5209 3.0247 -0.6087
C 9.5894 10.3986 0.5637 0.1502
C 9.8254 10.6688 2.0713 -0.4724
C 8.3832 10.6808 2.7845 -0.7852
S 7.1527 10.3576 1.5167 1.1208
O 6.7576 11.6482 0.9494 -0.6605
O 6.1814 9.4850 2.1717 -0.6970
C 8.2910 9.5346 0.3326 -0.8332
H 10.5470 10.0242 0.2018 -0.2973
H 9.3750 11.3277 0.0355 0.4506
H 10.3733 11.5876 2.2801 0.3438
H 10.3623 9.8824 2.6019 -0.0051
H 8.0800 11.5813 3.3186 0.3800
H 8.1773 9.9163 3.5337 0.4074
H 7.8548 9.6209 -0.6626 0.4925
H 8.5270 8.5787 0.8004 0.3167
C 17.0905 5.7800 -1.2296 -0.7045
C 18.0535 5.0674 -0.2735 -0.2678
C 19.3515 5.9201 0.0809 -0.6131
S 18.8671 7.6567 -0.3184 1.1329
O 19.4200 8.1284 -1.5933 -0.6975
O 18.8390 8.6428 0.8708 -0.6161
C 17.0922 7.1989 -0.7478 -0.5574
H 16.0924 5.4010 -1.4492 0.4916
H 17.5046 5.6226 -2.2255 0.3412
H 18.5859 4.1939 -0.6498 0.3819
H 17.5093 4.8703 0.6501 -0.2197
H 20.2170 5.6533 -0.5254 0.4400
H 19.6830 5.8627 1.1177 0.2554
H 16.7477 7.9602 -1.4477 0.4636
H 16.6034 7.3424 0.2159 0.1246
C 12.1230 8.7458 -2.0189 0.6572
C 13.0409 8.2506 -3.0903 -0.8967
C 13.6184 9.4267 -3.9410 -0.7582
S 12.2411 10.6859 -4.0711 1.1010
O 11.4621 10.4123 -5.2572 -0.6632
O 12.7250 12.0003 -3.7873 -0.6318
C 11.3639 9.9798 -2.5920 -0.9024
H 12.6992 9.1535 -1.1883 -0.5872
H 11.5134 7.9677 -1.5596 0.4728
H 12.3058 7.7354 -3.7085 0.3648
H 13.7510 7.5930 -2.5889 0.2663
H 13.9914 9.2973 -4.9570 0.5103
H 14.3458 10.0373 -3.4060 0.2365
H 10.2775 9.9695 -2.6798 0.4250
H 11.5062 10.8096 -1.8997 0.3747
C 16.3528 16.4905 1.6924 -0.9513
C 17.3428 15.9587 0.6938 -0.3820
O 17.4545 14.6182 0.8295 -0.3546
P 16.6046 13.6163 -0.1465 0.8208
O 15.1750 14.1441 -0.4496 -0.7934
O 17.4479 13.1815 -1.3726 -0.3023
C 18.7428 12.6842 -1.2052 0.0598
C 19.6505 13.1329 -2.3816 -1.2589
O 16.6187 12.2584 0.7358 -0.0613
C 15.7517 12.1271 1.8675 -0.4927
C 14.3580 11.6210 1.5093 -0.8596
H 16.8959 16.5660 2.6345 0.2671
H 15.8639 17.4390 1.4705 0.3246
H 15.5818 15.7228 1.7571 0.2200
H 17.0042 16.3428 -0.2684 0.3434
H 18.2921 16.4649 0.8690 0.3627
H 19.1260 12.8366 -0.1962 0.3818
H 18.6034 11.6159 -1.3706 0.1366
H 20.3331 12.3090 -2.5899 0.3463
H 18.9679 13.3335 -3.2074 0.3122
H 20.2975 13.9949 -2.2194 0.3130
H 16.3209 11.5121 2.5646 0.4262
H 15.6038 13.0427 2.4400 0.2379
H 14.2001 10.8146 0.7931 0.1118
H 13.8957 11.2699 2.4319 0.3741
H 13.8052 12.5082 1.2004 0.3139
C 14.4340 1.3798 2.6330 -1.3788
C 14.8016 2.7821 3.1096 -0.0486
O 16.2800 2.7717 3.3419 -0.1996
P 16.9246 3.2238 4.7635 0.9293
O 16.4224 2.5374 6.0025 -0.8120
O 18.4741 3.0194 4.4041 -0.3434
C 19.4658 3.9465 4.7740 0.0429
C 20.1859 3.2021 5.8959 -1.2465
O 16.6394 4.8033 4.8054 -0.4475
C 16.8139 5.6975 3.6876 0.6328
C 17.4796 7.0203 4.2007 -1.3352
H 14.4756 0.7623 3.5303 0.3306
H 13.3823 1.4386 2.3526 0.4362
H 14.9329 1.1136 1.7012 0.3097
H 14.4792 3.4572 2.3168 0.1223
H 14.1824 3.0871 3.9532 0.4056
H 20.1019 4.1485 3.9122 0.2423
H 19.0609 4.8414 5.2466 0.1673
H 21.0638 2.6552 5.5520 0.3327
H 20.4970 4.0334 6.5286 0.3611
H 19.5006 2.5252 6.4060 0.2872
H 17.1430 5.3329 2.7145 -0.0638
H 15.8335 6.1350 3.4990 0.2150
H 17.4315 7.7522 3.3944 0.3168
H 16.9916 7.3986 5.0989 0.3386
H 18.5231 6.8754 4.4802 0.3696


73
Properties=species:S:1:pos:R:3:mulliken_charge:R:1 method="wB97M-V/def2-TZVPD" e_lumo_ev=2.142 e_tot_ev=-83517.3263 largest_force_ha_per_bohr=0.060 homo_lumo_gap_ev=7.407 total_charge=-1
Au 5.2501 -3.6638 17.2074 -0.0434
C 6.6488 3.0799 24.0806 -1.3396
C 6.7833 2.2350 22.8479 1.1502
C 7.7866 2.5606 21.9127 -1.0156
C 8.0136 1.7903 20.7804 -0.4575
C 7.1526 0.6978 20.5704 0.3195
C 6.1258 0.3378 21.4300 -0.2644
C 5.9792 1.1085 22.6004 -1.0095
S 7.3489 -0.1311 19.0813 0.6511
O 8.0930 0.8462 18.2849 -0.6424
C 8.3863 -1.5482 19.5990 1.4051
C 7.6297 -2.4669 20.3748 -0.9834
C 8.2703 -3.5221 20.9707 -1.4728
C 9.6568 -3.8146 20.7226 0.8002
C 10.3600 -4.8932 21.3265 -0.8587
C 11.6593 -5.1913 20.9865 -0.5528
C 12.3232 -4.3522 20.0805 -0.7692
C 11.7575 -3.1617 19.6476 -0.8926
C 10.3583 -2.9142 19.8780 0.7281
C 9.7381 -1.7339 19.3365 -0.3827
C 10.4331 -0.8006 18.4418 0.2949
C 11.0978 0.3698 18.9564 0.8612
C 11.1584 0.6467 20.3498 -0.7805
C 11.8786 1.7592 20.7621 -0.7282
C 12.4169 2.6608 19.8114 -0.6671
C 12.4330 2.3667 18.4706 -0.9670
C 11.7445 1.2404 17.9686 0.8054
C 11.6518 0.9479 16.5928 -1.2396
C 10.9895 -0.1908 16.1567 -0.6360
C 10.3504 -1.0308 17.0804 0.7721
S 9.4879 -2.5105 16.4255 1.1821
O 10.5396 -3.5082 16.1142 -0.8187
C 8.7658 -1.8555 14.9253 0.0891
C 8.9180 -2.5769 13.7936 -0.4319
C 8.5595 -1.9815 12.5639 -0.8765
C 7.9573 -0.7282 12.5782 1.3216
C 7.5510 -0.1174 11.2862 -1.4754
C 7.7267 -0.0267 13.7807 -0.6939
C 8.1097 -0.5808 14.9455 -0.3811
H 7.6278 3.1427 24.6463 0.3001
H 5.8745 2.6196 24.7250 0.3248
H 6.3046 4.1213 23.8307 0.2937
H 8.4511 3.3975 22.1414 0.3566
H 8.8296 2.0049 20.0952 0.7129
H 5.5906 -0.5894 21.2337 0.5077
H 5.1852 0.8721 23.3347 0.2269
H 6.5923 -2.2675 20.6357 0.3485
H 7.8088 -4.1976 21.6370 0.4199
H 9.8733 -5.5434 22.0751 0.3528
H 12.1038 -6.0735 21.3800 0.4251
H 13.2645 -4.7084 19.6073 0.3047
H 12.3509 -2.4029 19.0326 0.2536
H 10.8371 -0.0688 21.0764 0.5378
H 11.9820 1.9492 21.8183 0.4703
H 12.9096 3.6042 20.1767 0.2979
H 12.8576 2.9708 17.6948 0.4410
H 12.1423 1.6365 15.8811 0.2778
H 11.0330 -0.5300 15.1468 0.6717
H 9.4684 -3.5109 13.8078 0.4659
H 8.8540 -2.4925 11.6754 0.3961
H 7.1708 0.9082 11.4645 0.3243
H 6.7654 -0.7623 10.7744 0.2938
H 8.4435 -0.1127 10.6408 0.3367
H 7.2345 0.9538 13.7750 0.2477
H 7.9775 -0.0046 15.8637 0.2929
F 4.6488 -2.3146 14.6888 -0.2296
C 4.5886 -2.1249 16.0136 0.3007
F 5.3616 -1.0046 16.2486 -0.1910
F 3.3218 -1.7010 16.3103 -0.2613
F 5.1557 -6.4097 18.1426 -0.2472
C 5.8091 -5.2741 18.4249 0.2128
F 5.7140 -5.0757 19.7704 -0.2300
F 7.1195 -5.5134 18.1862 -0.2360